No. 1
# C20H25N3O2

C20H25N3O2 in the gas phase (ωB97M-V with the def2-TZVPD basis set, the Open Molecules 2025 dataset).

Positions of all 50 atoms, in Å:
H1 1.794 -2.090 -0.039
N1 -1.125 0.188 -2.197
H2 2.461 2.165 4.980
C1 1.088 -0.147 4.613
O1 1.313 0.921 3.779
C2 0.754 -1.916 0.252
C3 -0.749 1.422 -6.766
H3 0.416 -3.328 6.692
C4 -0.533 2.750 -6.443
H4 -2.924 0.228 -3.209
N2 0.465 -0.500 0.119
C5 1.560 2.178 4.358
H5 -1.387 -0.736 1.045
H6 -1.343 2.622 -3.163
H7 0.966 1.213 -0.906
C6 1.023 0.132 -1.062
C7 0.263 -0.212 -2.345
C8 0.611 -2.513 4.728
C9 -1.395 0.960 -4.495
H8 0.834 -1.169 7.819
O2 0.337 -3.521 1.994
C10 -1.726 -0.513 -1.078
H9 0.352 -1.294 -2.558
C11 0.851 -1.378 3.970
H10 -0.583 1.076 -7.776
H11 1.710 2.861 3.523
H12 -2.759 -0.176 -0.968
C12 -1.178 2.295 -4.178
H13 0.125 -2.574 -0.364
H14 1.055 -0.470 2.149
C13 0.604 -2.439 6.111
H15 -1.742 -1.607 -1.244
C14 -0.746 3.184 -5.145
H16 -1.816 -1.030 -3.799
H17 2.073 -0.152 -1.158
H18 0.695 0.336 -3.186
C15 0.838 -1.233 6.741
H19 -0.578 4.220 -4.888
H20 0.430 -3.447 4.223
C16 -1.873 0.011 -3.429
C17 -1.175 0.531 -5.795
H21 -1.338 -0.507 -6.053
C18 0.618 -2.377 1.706
C19 -0.954 -0.190 0.205
C20 1.079 -0.087 5.996
N3 0.877 -1.375 2.576
H22 -0.198 3.444 -7.200
H23 -1.038 0.883 0.401
H24 0.710 2.520 4.956
H25 1.259 0.845 6.508

Cartesian forces (eV/Å) of the 2 atoms listed first:
-0.056 -0.016 -0.017
-0.066 -0.100 -0.003

Its spin multiplicity is 1. Its SMILES is COc1ccccc1NC(=O)CN1CCN(Cc2ccccc2)CC1. Its net charge is 0. Its energy above the lowest of the compared OMol25 structures with the same formula, charge and spin is 38.7 kcal per mole.

Mulliken population analysis, charges in e, atoms 1 to 6: 0.54 0.22 0.36 0.91 -0.38 -0.59



No. 2
# C5H14NO2

2 unconnected molecules or ions with the total composition C5H14NO2 (ωB97M-V with the def2-TZVPD basis set, the Open Molecules 2025 dataset).

Positions of all 22 atoms, in Å:
H1 -1.533 -0.388 0.905
C1 0.996 -0.170 -0.304
H2 2.316 -1.747 -1.035
C2 1.854 0.973 0.251
O1 -0.266 -2.729 3.301
H3 -1.254 1.907 -1.754
C3 -1.500 0.421 0.157
C4 1.761 -0.900 -1.424
O2 -2.320 1.295 0.054
C5 -0.381 0.264 -0.840
H4 0.318 2.158 -1.311
H5 -0.709 -2.682 4.152
H6 -0.032 1.256 -2.666
H7 1.903 1.851 -0.419
H8 1.175 -1.200 -2.292
H9 -0.594 -3.529 2.872
H10 1.488 1.304 1.228
H11 2.559 -0.263 -1.827
H12 2.903 0.711 0.301
N1 -0.322 1.466 -1.711
H13 -0.687 -0.569 -1.467
H14 0.799 -0.845 0.520

Cartesian forces (eV/Å) of the 2 atoms listed first:
-0.131 0.180 0.146
0.468 0.413 -0.643

Its spin multiplicity is 1. Its net charge is +1. Its energy above the lowest of the compared OMol25 structures with the same formula, charge and spin is 37.5 kcal per mole.

Mulliken population analysis, charges in e, atoms 1 to 6: 0.38 0.64 0.37 -1.69 -0.64 0.39



No. 3
# C42H50BCaN13O10Se

A molecular structure, C42H50BCaN13O10Se (ωB97M-V with the def2-TZVPD basis set, the Open Molecules 2025 dataset).

Positions of all 118 atoms, in Å:
C1 -1.998 1.432 -2.613
H1 0.768 5.718 -0.615
H2 -5.848 1.250 -4.429
H3 1.400 -0.618 -5.791
H4 3.529 2.010 -2.135
H5 -0.597 -3.440 -3.722
H6 5.456 -1.425 3.542
C2 -5.109 3.004 2.280
O1 -2.240 -1.111 -0.497
C3 1.787 0.074 5.695
C4 -4.211 2.004 -3.295
O2 2.707 3.788 4.205
O3 -0.488 -2.460 3.401
C5 -0.432 -4.367 -0.909
H7 0.536 -0.251 -0.642
C6 0.257 -3.601 -5.678
H8 -0.978 1.141 -2.837
H9 -5.512 2.486 -1.663
C7 0.408 -0.289 3.754
H10 5.590 -0.497 1.317
H11 -2.408 -2.931 -5.342
C8 0.908 -0.720 4.971
C9 -0.382 -2.779 -4.565
N1 1.500 -0.507 -2.541
H12 2.087 -3.267 -1.869
C10 1.295 -0.757 -4.731
C11 2.250 1.280 5.197
C12 -0.067 4.800 1.123
H13 -0.965 4.818 -2.234
N2 -1.395 -5.170 -1.387
Ca1 -0.797 0.827 0.508
H14 -0.708 5.641 1.396
N3 1.685 1.630 -1.185
H15 0.632 -1.704 5.321
N4 -3.024 1.455 1.295
H16 2.508 0.860 -3.799
H17 -2.159 -1.588 -4.215
C13 -3.528 1.985 -1.001
C14 -4.517 2.189 -1.952
N5 2.457 -1.347 0.802
O4 2.405 3.021 2.215
B1 1.597 0.076 -1.103
C15 3.579 -1.466 1.503
H18 5.086 -3.016 4.193
H19 -5.447 3.526 0.230
H20 0.482 -2.977 -6.545
C16 1.050 3.664 -0.829
H21 5.738 -2.863 2.560
H22 2.165 -3.878 -0.204
H23 -1.540 -1.488 -5.866
C17 -5.270 2.181 -4.350
H24 1.295 -6.336 -2.797
H25 2.842 4.619 -1.739
N6 0.689 2.400 -0.657
C18 1.871 -0.004 -3.731
N7 2.340 2.927 3.424
H26 3.029 -1.820 3.497
C19 2.647 2.426 -1.676
H27 -0.557 3.875 1.435
H28 -1.431 -6.833 -2.743
C20 0.544 -1.723 -4.037
N8 2.711 -0.457 -0.193
H29 2.983 1.865 5.732
C21 3.642 -2.322 2.743
O5 3.071 0.322 7.583
C22 4.584 -0.636 0.970
C23 -6.234 3.855 2.815
H30 -3.231 -6.103 -1.291
H31 3.060 -4.276 3.464
H32 4.380 0.721 -0.769
H33 2.787 -4.890 -1.527
H34 -2.598 0.944 3.229
C24 2.289 3.736 -1.476
O6 -0.770 -0.994 1.773
N9 -1.897 -2.222 -0.714
N10 2.299 -0.400 6.978
Se1 -0.476 -2.968 0.412
H35 2.016 -3.647 2.200
C25 -4.853 2.940 0.916
C26 1.757 1.703 3.985
C27 -0.348 -1.331 2.950
H36 -5.763 5.578 2.045
H37 -6.780 3.379 -4.651
C28 -3.814 2.141 0.462
O7 -6.113 3.255 -3.970
O8 0.095 1.578 2.318
N11 0.671 -1.563 -2.728
C29 0.725 1.027 3.273
C30 2.035 -4.157 -1.246
H38 -4.795 2.365 -5.320
C31 3.980 -0.017 -0.095
H39 -2.900 -4.963 0.035
N12 0.727 -4.784 -1.438
C32 -1.121 4.882 -1.156
H40 -3.309 -4.341 -1.583
H41 -6.017 4.143 3.850
H42 1.194 -4.052 -5.352
C33 5.062 -2.409 3.288
H43 -1.644 5.814 -0.938
O9 1.840 -1.438 7.421
H44 -2.628 1.466 -4.656
H45 -1.776 4.059 -0.868
C34 0.495 -5.852 -2.269
C35 -4.308 2.259 3.133
C36 0.192 4.815 -0.380
H46 -4.461 2.278 4.203
H47 -7.154 3.265 2.832
O10 -6.516 4.979 2.009
C37 -2.923 1.619 -3.627
C38 -0.835 -6.092 -2.245
C39 -1.703 -2.162 -5.023
C40 -3.276 1.507 2.599
N13 -2.287 1.613 -1.332
C41 -2.807 -5.134 -1.037
C42 3.051 -3.710 2.532
H48 0.858 4.865 1.691
H49 -0.410 -4.397 -6.012
H50 3.634 -4.269 1.795

Cartesian forces (eV/Å) of the 2 atoms listed first:
0.066 0.081 -0.111
-0.048 -0.030 0.012

Its spin multiplicity is 1. Its net charge is 0. Its energy above the lowest of the compared OMol25 structures with the same formula, charge and spin is 19.7 kcal per mole.

Mulliken population analysis, charges in e, atoms 1 to 6: -0.97 0.50 0.28 0.50 0.58 -0.89



No. 4
# C3H3NOS

2 unconnected molecules or ions with the total composition C3H3NOS (ωB97M-V with the def2-TZVPD basis set, the Open Molecules 2025 dataset).

Positions of all 9 atoms, in Å:
O1 -1.968 1.839 0.151
H1 -2.944 -0.656 -0.508
C1 1.859 0.090 0.013
C2 0.707 0.425 0.040
H2 3.636 -0.521 1.282
C3 -1.572 0.760 -0.066
S1 3.528 -0.319 -0.036
N1 -1.961 -0.445 -0.370
H3 -1.285 -1.173 -0.505

Cartesian forces (eV/Å) of the 2 atoms listed first:
0.348 -1.341 -0.281
0.186 0.283 0.083

Its spin multiplicity is 1. Its net charge is 0. Its energy above the lowest of the compared OMol25 structures with the same formula, charge and spin is 87.8 kcal per mole.

Mulliken population analysis, charges in e, atoms 1 to 6: -0.34 0.25 -0.28 -0.11 0.11 0.71



No. 5
# C2H9NO3

3 unconnected molecules or ions with the total composition C2H9NO3 (ωB97M-V with the def2-TZVPD basis set, the Open Molecules 2025 dataset).

Positions of all 15 atoms, in Å:
C1 -1.295 -0.247 -0.305
C2 -0.359 0.432 -1.287
O1 0.607 1.051 -0.910
H1 0.133 -1.047 0.643
H2 1.946 2.792 -2.713
H3 -0.199 -3.496 2.365
O2 2.802 3.029 -2.342
O3 -0.103 -2.690 2.855
H4 -2.199 0.354 -0.047
N1 -0.676 -0.492 1.021
H5 -0.625 -2.303 3.548
H6 -0.656 0.526 -2.322
H7 -0.360 0.353 1.482
H8 2.647 3.030 -1.387
H9 -1.663 -1.290 -0.598

Cartesian forces (eV/Å) of the 2 atoms listed first:
-1.054 -0.992 1.779
-0.535 1.118 0.882

Its spin multiplicity is 1. Its SMILES is NCC=O.O.O. Its net charge is 0. Its energy above the lowest of the compared OMol25 structures with the same formula, charge and spin is 62.0 kcal per mole.

Mulliken population analysis, charges in e, atoms 1 to 6: -0.62 0.11 -0.43 0.21 0.30 0.31



No. 6
# C4H7N3S

C4H7N3S in the gas phase (ωB97M-V with the def2-TZVPD basis set, the Open Molecules 2025 dataset).

Positions of all 15 atoms, in Å:
C1 1.659 1.253 -0.363
N1 1.594 -0.583 0.818
N2 -1.654 1.740 0.374
H1 -2.274 2.317 1.035
H2 -2.367 -1.335 0.256
S1 -0.920 0.471 0.938
H3 1.368 2.188 -0.793
C2 -1.422 -1.077 -0.148
H4 1.373 -1.497 1.179
H5 3.870 0.945 -0.612
C3 0.761 0.409 0.312
H6 -0.686 -1.828 0.026
H7 -1.352 -0.718 -1.212
N3 2.872 -0.518 0.338
C4 2.944 0.615 -0.280

Cartesian forces (eV/Å) of the 2 atoms listed first:
-0.902 -0.717 0.670
0.226 -0.622 -1.037

Its spin multiplicity is 1. Its net charge is 0. Its energy above the lowest of the compared OMol25 structures with the same formula, charge and spin is 89.1 kcal per mole.

Mulliken population analysis, charges in e, atoms 1 to 6: -0.27 0.19 -0.63 0.24 0.33 0.23



No. 7
# C36H72I2N11O16Si

8 unconnected molecules or ions with the total composition C36H72I2N11O16Si (ωB97M-V with the def2-TZVPD basis set, the Open Molecules 2025 dataset).

Positions of all 138 atoms, in Å:
N1 1.798 4.952 4.773
C1 0.990 -0.899 0.938
H1 -0.152 -2.403 -0.198
H2 -1.624 -1.597 4.394
H3 8.849 7.820 5.879
H4 -1.655 5.398 0.995
I1 -0.389 2.703 -0.681
N2 7.435 6.546 5.013
H5 -7.362 -1.938 -0.604
H6 -4.161 0.374 1.386
H7 3.096 8.139 2.570
O1 3.668 10.992 3.289
O2 1.183 -3.386 4.465
H8 -2.808 -5.810 -9.440
H9 -6.826 -2.644 -13.345
H10 0.643 0.151 0.784
O3 -6.287 -5.510 -14.069
N3 6.276 -3.591 4.681
O4 -7.373 -4.165 -15.369
H11 -2.915 -2.529 1.269
H12 -1.442 0.169 0.952
C2 -7.253 -3.622 -13.132
C3 -2.242 -1.727 -4.737
H13 0.535 6.224 5.661
O5 7.184 5.836 5.963
H14 3.312 -2.589 5.721
H15 -6.145 -2.617 -4.300
H16 3.367 -4.094 6.685
H17 -5.104 -4.663 -0.951
H18 1.705 -1.127 0.099
H19 0.553 -0.695 5.114
H20 -1.158 -1.481 -4.801
H21 -1.807 -0.746 -0.545
N4 -6.946 -4.506 -14.288
H22 -2.431 0.004 4.910
H23 4.853 1.042 1.874
H24 -5.512 -7.105 -12.977
C4 -2.854 -1.807 -3.424
H25 -2.661 -1.159 2.425
H26 -3.982 -7.942 -13.377
N5 1.641 -3.830 5.508
O6 -4.528 -6.215 -10.751
H27 8.855 7.797 4.090
H28 1.904 1.554 1.648
Si1 -5.035 -2.162 -1.447
C5 2.089 1.366 2.733
H29 5.372 4.536 0.903
H30 -4.939 -8.472 -11.962
C6 2.482 -0.124 3.020
O7 6.828 3.087 1.425
O8 2.440 9.706 4.524
C7 -4.221 -0.681 0.982
H31 3.545 -0.385 2.765
O9 -2.319 -3.643 -8.527
C8 4.450 2.079 1.952
N6 3.286 9.907 3.669
C9 -0.258 0.072 5.116
C10 -4.447 -2.319 -5.732
H32 -5.052 -2.524 -6.644
H33 5.918 -1.666 3.948
H34 9.521 6.407 5.000
H35 -5.395 0.155 -0.658
H36 -6.809 -4.050 -12.237
C11 -2.039 4.382 1.239
C12 -4.644 -7.624 -12.577
N7 -3.916 -6.668 -11.704
H37 0.348 4.906 2.078
C13 -6.948 -2.087 -1.637
H38 -5.057 -1.207 1.528
H39 7.151 -2.597 3.044
I2 -0.299 1.235 6.980
C14 0.962 1.930 3.688
C15 3.897 8.705 3.041
C16 3.103 -3.656 5.728
N8 -1.800 -4.621 -8.023
H40 4.375 8.131 3.832
H41 -1.854 -1.118 6.168
H42 2.179 -2.156 2.261
N9 0.579 5.244 5.371
H43 -7.165 -1.163 -2.239
C17 -3.040 -1.983 -5.929
C18 -2.121 -5.950 -8.609
C19 1.885 4.033 3.838
C20 -0.913 3.281 1.384
O10 -2.766 -6.402 -11.995
C21 -0.332 -1.801 0.736
O11 6.682 6.770 4.078
H44 -3.690 -0.079 -1.154
H45 2.669 5.444 5.012
H46 1.260 3.570 1.353
C22 -1.615 -0.873 0.547
C23 8.773 7.197 4.991
O12 -1.037 -4.607 -7.076
H47 -3.584 -3.944 -0.268
H48 -2.200 -1.627 -2.539
H49 -2.579 -6.551 -7.827
C24 -4.516 -0.550 -0.563
H50 -1.187 -6.391 -8.950
H51 -1.198 1.655 3.964
C25 -5.064 -2.385 -4.407
H52 0.754 -1.506 3.102
C26 -4.667 -3.746 -0.467
H53 -0.525 -2.445 1.629
O13 5.807 -3.478 5.800
O14 3.962 1.854 4.342
H54 0.410 4.609 6.153
C27 5.996 4.333 1.798
H55 -2.646 4.351 2.191
H56 -7.373 -2.995 -2.133
H57 -0.514 0.369 2.928
C28 -2.876 -1.416 1.346
H58 -2.745 4.011 0.446
O15 1.008 -4.396 6.372
H59 -2.546 -1.904 -6.917
H60 4.606 1.152 4.151
C29 6.763 -2.347 4.027
H61 -5.179 -3.650 0.530
C30 1.554 -1.223 2.366
C31 5.815 2.873 2.452
C32 -0.297 0.984 3.842
N10 0.642 3.363 3.470
H62 6.685 5.052 2.290
H63 7.547 -1.931 4.657
H64 4.166 2.549 0.983
C33 3.367 2.261 3.096
C34 -4.277 -2.117 -3.191
O16 6.379 -4.626 4.058
H65 3.820 4.217 3.646
N11 3.072 3.710 3.155
C35 0.414 3.775 2.065
H66 1.450 1.891 4.712
H67 -8.335 -3.568 -13.040
H68 -1.392 2.376 1.819
H69 2.411 -0.264 4.140
H70 6.139 2.741 3.545
H71 4.626 9.027 2.304
H72 3.618 -4.165 4.917
C36 -1.625 -0.756 5.128

Cartesian forces (eV/Å) of the 2 atoms listed first:
1.140 -0.354 -0.904
-1.223 -0.917 0.156

Its spin multiplicity is 1. Its net charge is +1.

Mulliken population analysis, charges in e, atoms 1 to 6: 0.25 0.45 0.34 0.19 0.29 0.37



no.,strongest force on any atom (eV/A),lowest unoccupied orbital energy (eV),HOMO level (eV)
1,0.57,0.697,-8.05
2,0.97,-3.650,-14.26
3,0.95,-0.679,-7.58
4,4.31,-0.035,-8.30
5,2.70,0.631,-9.57
6,2.98,0.606,-8.79
7,4.27,-3.004,-9.93